Below is a 5-piece molecular cluster, C43H88BrF5N2O8S overall, with properties calculated with the ωB97M-V functional and the def2-TZVPD basis.

Each line ends with the Löwdin charge.
Cartesian coordinates (Å):
C  1.0425  -6.9613  4.4392  -0.097
C  1.3407  -5.6051  5.2596  -0.275
C  1.8264  -4.3889  4.3284  -0.578
Br  2.1752  -2.7215  5.4086  0.743
C  0.8087  -4.1035  3.0753  -0.306
O  0.3171  -2.7634  3.1846  -0.165
C  -0.9796  -2.6635  3.7856  -0.400
N  -1.2655  -3.7488  4.7994  0.089
C  -1.1068  -1.2844  4.6557  -0.108
C  -1.2069  0.0605  3.7951  -0.161
C  0.1928  0.5857  3.1894  -0.151
C  0.8436  1.7873  4.0365  -0.172
O  2.2210  2.0845  3.6603  -0.097
C  2.3548  2.2442  2.2595  -0.231
O  1.8366  3.2155  1.6440  0.018
C  -2.2066  -2.7612  2.7233  -0.167
C  -1.7658  -2.5309  1.2007  -0.135
O  -0.9961  -1.3366  0.9571  -0.209
C  -1.7701  -0.3117  0.3066  -0.115
O  -2.9000  -4.0470  2.8124  -0.064
C  -4.1884  -3.9886  2.1919  -0.418
O  -4.1762  -5.0060  1.1286  -0.028
N  -5.3217  -4.2709  3.1110  0.112
C  -6.4177  -3.6282  2.7124  -0.307
C  -7.1002  -3.8653  1.2680  -0.051
C  -7.1967  -2.5825  3.6610  -0.056
S  1.9055  -4.2678  1.5426  0.891
O  1.0762  -4.3376  0.2684  -0.326
O  2.6712  -5.5842  1.5739  -0.321
C  3.0774  -2.8349  1.3193  -0.319
F  2.9354  -1.7874  2.2485  0.052
F  2.8661  -2.2967  0.0107  0.054
C  4.6443  -3.2504  1.3405  -0.364
F  5.3691  -2.0307  1.3235  0.099
F  5.0134  -3.9706  0.2038  0.130
F  4.9074  -3.9049  2.5536  0.103
H  1.6625  -6.9770  3.4852  0.070
H  -0.0799  -7.0324  4.2712  0.083
H  1.3736  -7.8568  5.0823  0.087
H  0.4798  -5.3480  5.9554  0.093
H  2.2368  -5.8446  5.9479  0.113
H  2.8755  -4.6925  3.9584  0.087
H  0.0264  -4.9183  2.9433  0.163
H  -2.1989  -3.5923  5.2191  0.107
H  -0.6049  -3.5441  5.5708  0.055
H  -0.3049  -1.1953  5.4553  0.086
H  -2.1118  -1.3896  5.2108  0.128
H  -1.5416  0.8881  4.5313  0.121
H  -2.0419  -0.0176  3.0286  0.084
H  0.9949  -0.2282  3.1142  0.110
H  -0.0329  0.9338  2.1171  0.101
H  0.8691  1.4251  5.1318  0.140
H  0.2268  2.7543  4.0140  0.126
H  2.9416  1.5114  1.5954  0.165
H  -3.0213  -1.9746  2.9590  0.157
H  -1.2233  -3.4960  0.8701  0.137
H  -2.6817  -2.4690  0.4963  0.124
H  -2.2103  -0.6160  -0.7024  0.095
H  -2.6637  0.0333  0.9539  0.099
H  -1.1330  0.6307  0.1403  0.099
H  -4.4174  -3.0010  1.6626  0.144
H  -3.9675  -4.5406  0.2827  0.095
H  -6.5876  -3.2199  0.4722  0.083
H  -8.2069  -3.5392  1.2639  0.080
H  -7.1017  -4.9722  0.9705  0.094
H  -6.8429  -2.6600  4.7516  0.085
H  -8.3264  -2.7184  3.6275  0.071
H  -6.9884  -1.5340  3.2258  0.095
C  0.6507  -3.1356  -2.6309  -0.111
C  1.8939  -3.9723  -2.8975  -0.263
C  3.0303  -3.1755  -3.5367  -0.222
C  2.7253  -2.5874  -4.9187  -0.223
C  2.3141  -3.6034  -5.9867  -0.275
C  3.3996  -4.6257  -6.2960  -0.114
H  0.2187  -2.7490  -3.5583  0.055
H  -0.1140  -3.7442  -2.1399  0.066
H  0.8807  -2.2914  -1.9749  0.071
H  1.6309  -4.8345  -3.5190  0.104
H  2.2485  -4.3788  -1.9451  0.084
H  3.9155  -3.8163  -3.6003  0.102
H  3.3041  -2.3516  -2.8664  0.105
H  3.6154  -2.0496  -5.2664  0.110
H  1.9366  -1.8339  -4.8279  0.087
H  2.0774  -3.0591  -6.9077  0.101
H  1.3939  -4.1189  -5.6922  0.098
H  4.3143  -4.1327  -6.6345  0.075
H  3.0661  -5.3001  -7.0894  0.069
H  3.6384  -5.2368  -5.4227  0.066
C  -0.9742  -0.7771  -6.6264  -0.107
C  -0.9661  0.1034  -5.3855  -0.271
C  -2.1436  -0.1598  -4.4457  -0.227
C  -3.5283  0.1177  -5.0389  -0.227
C  -3.7439  1.5420  -5.5520  -0.269
C  -3.6340  2.5979  -4.4603  -0.111
H  -1.8552  -0.5960  -7.2468  0.067
H  -0.0913  -0.5714  -7.2384  0.072
H  -0.9544  -1.8355  -6.3514  0.073
H  -0.9412  1.1561  -5.6854  0.093
H  -0.0367  -0.0808  -4.8349  0.091
H  -2.0077  0.4375  -3.5382  0.093
H  -2.1124  -1.2074  -4.1216  0.105
H  -4.2813  -0.0996  -4.2719  0.107
H  -3.7219  -0.5842  -5.8555  0.101
H  -4.7446  1.6023  -5.9937  0.105
H  -3.0403  1.7696  -6.3595  0.100
H  -4.3601  2.4120  -3.6647  0.074
H  -3.8335  3.5895  -4.8752  0.071
H  -2.6348  2.6200  -4.0190  0.055
C  0.3781  5.7158  2.8611  -0.113
C  1.7535  5.8360  3.5027  -0.267
C  1.7103  6.3888  4.9277  -0.225
C  1.1586  7.8115  5.0608  -0.231
C  1.8967  8.8757  4.2476  -0.274
C  3.3533  9.0466  4.6580  -0.116
H  -0.1045  6.6910  2.7559  0.066
H  0.4655  5.2813  1.8625  0.056
H  -0.2740  5.0675  3.4539  0.065
H  2.4010  6.4523  2.8709  0.105
H  2.2098  4.8417  3.5306  0.081
H  2.7187  6.3470  5.3513  0.101
H  1.0973  5.7230  5.5476  0.108
H  1.1860  8.0933  6.1201  0.108
H  0.1021  7.8209  4.7759  0.099
H  1.3827  9.8333  4.3855  0.103
H  1.8383  8.6497  3.1779  0.099
H  3.4316  9.3160  5.7143  0.074
H  3.8185  9.8431  4.0710  0.069
H  3.9292  8.1339  4.4899  0.065
C  2.4682  5.5662  -5.7818  -0.114
C  1.6728  4.2859  -5.5636  -0.273
C  0.4773  4.4684  -4.6283  -0.230
C  0.8235  4.8885  -3.1968  -0.224
C  1.7660  3.9435  -2.4505  -0.263
C  1.1905  2.5473  -2.2575  -0.108
H  2.9099  5.9309  -4.8515  0.066
H  3.2853  5.3865  -6.4864  0.070
H  1.8337  6.3540  -6.1971  0.075
H  2.3366  3.5001  -5.1896  0.099
H  1.3032  3.9382  -6.5348  0.104
H  -0.0967  3.5363  -4.6056  0.082
H  -0.1940  5.2235  -5.0551  0.110
H  -0.1107  4.9778  -2.6299  0.109
H  1.2644  5.8899  -3.2065  0.101
H  1.9752  4.3725  -1.4646  0.102
H  2.7303  3.8774  -2.9650  0.101
H  0.2470  2.5854  -1.7067  0.069
H  1.8897  1.9289  -1.6882  0.068
H  1.0151  2.0486  -3.2141  0.057

Forces on atoms 1 to 3 (eV/Å):
0.158 0.419 0.696
1.115 -0.460 0.599
0.094 -1.577 -0.109

SMILES string ... CC[C@H](Br)[C@@H](O[C@@](N)(CCCCOC=O)[C@@H](COC)O[C@@H](O)N=C(C)C)S(=O)(=O)C(F)(F)C(F)(F)F.CCCCCC.CCCCCC.CCCCCC.CCCCCC
HOMO level ... -9.061 eV
Orbital gap ... 9.078 eV


Below is C43H90AlBBrF3KN8O16S as an isolated structure, with properties calculated with the ωB97M-V functional and the def2-TZVPD basis.

Each line ends with the Löwdin charge.
Cartesian coordinates (Å):
C  -2.3632  4.5008  1.4673  -0.037
C  -2.8149  3.5726  0.3125  -0.217
O  -2.8158  2.1773  0.5889  -0.100
C  -1.5593  1.6461  0.9720  -0.252
N  -0.4383  2.2438  0.2469  0.074
F  0.4231  2.8168  1.1725  0.052
C  0.2612  1.3974  -0.6424  -0.241
N  0.8941  2.0047  -1.5855  0.041
C  1.7419  1.2839  -2.5621  -0.095
C  2.9920  0.7314  -1.7915  -0.123
C  4.1877  0.5772  -2.8004  -0.232
N  4.5661  -0.8526  -2.8960  -0.009
C  0.8305  3.4736  -1.7863  -0.038
C  -0.4089  3.8237  -2.6703  -0.298
C  -0.7195  5.3172  -2.6564  -0.238
F  -0.0504  3.5091  -4.0149  -0.053
N  0.2865  0.0490  -0.5246  0.177
C  -1.1219  -0.5282  -0.3544  -0.270
C  -1.0288  -2.0542  -0.2718  -0.086
C  0.3955  -2.6158  0.0278  -0.160
C  1.1613  -2.9619  -1.3002  -0.186
C  1.1286  -4.4798  -1.5676  -0.267
N  2.3937  -4.8043  -2.2636  -0.017
C  -1.8795  0.0177  -1.6161  -0.025
C  -3.0187  -0.8115  -2.1633  -0.208
C  -2.8480  -1.8192  -3.0931  -0.075
C  -3.8673  -2.5514  -3.6076  -0.098
C  -5.1703  -2.2927  -3.2433  -0.088
C  -5.3709  -1.2861  -2.3398  -0.070
C  -4.3250  -0.5643  -1.8167  -0.040
C  -1.6067  0.0983  0.9843  -0.178
C  -3.0340  -0.3519  1.3967  -0.113
C  -3.4539  0.1621  2.8149  -0.145
C  -5.0270  0.1451  2.8684  -0.152
C  -5.6371  1.5705  2.9097  -0.248
O  -6.8176  1.5927  3.7134  -0.073
B  -0.6822  -0.3988  2.2267  -0.528
N  0.4873  0.2987  2.8099  0.145
O  -1.0218  -1.6491  2.7637  0.137
H  -1.9562  5.4161  1.0180  0.084
H  -1.6202  4.0809  2.1462  0.069
H  -3.2502  4.8175  2.0269  0.074
H  -3.8606  3.8296  0.1013  0.125
H  -2.2847  3.8405  -0.6097  0.086
H  -1.4344  1.9419  2.0209  0.143
H  1.9891  1.9095  -3.4156  0.125
H  1.1203  0.4547  -2.9366  0.110
H  3.2099  1.4372  -0.9790  0.120
H  2.6824  -0.2321  -1.3742  0.080
H  5.0257  1.1300  -2.3683  0.112
H  3.9315  0.9590  -3.7920  0.102
H  4.7877  -1.1222  -1.9410  0.060
H  3.7333  -1.3963  -3.1085  0.048
H  1.7007  3.7676  -2.3828  0.142
H  0.8979  4.0459  -0.8575  0.095
H  -1.2718  3.1796  -2.4645  0.128
H  0.1190  5.8240  -3.1210  -0.067
H  -1.5791  5.5405  -3.2900  0.062
H  -0.8945  5.6581  -1.6381  0.040
H  0.6190  -0.4107  -1.3677  0.093
H  -1.3329  -2.5609  -1.1960  0.112
H  -1.6751  -2.4892  0.4970  0.114
H  0.9893  -1.9837  0.6994  0.087
H  0.2504  -3.5718  0.5458  0.107
H  2.2197  -2.6923  -1.1727  0.095
H  0.7105  -2.3876  -2.1237  0.104
H  1.1079  -5.0614  -0.6408  0.111
H  0.2780  -4.7679  -2.1990  0.097
H  2.4574  -5.7877  -2.4867  0.064
H  2.4666  -4.2264  -3.0905  0.057
H  -1.1431  0.0964  -2.4376  0.117
H  -2.2586  1.0415  -1.4814  0.128
H  -1.8369  -2.0536  -3.4319  0.118
H  -3.7152  -3.3403  -4.3397  0.117
H  -6.0368  -2.8344  -3.6507  0.095
H  -6.3832  -1.0356  -2.0345  0.116
H  -4.6083  0.2296  -1.1299  0.113
H  -3.1310  -1.4415  1.4639  0.126
H  -3.8184  -0.0132  0.7224  0.089
H  -3.1404  -0.5225  3.6054  0.109
H  -3.1691  1.2040  2.9882  0.102
H  -5.3134  -0.3076  3.8292  0.111
H  -5.4677  -0.4904  2.0934  0.112
H  -4.9131  2.2406  3.3864  0.113
H  -5.8973  1.8513  1.8819  0.116
H  -6.7137  2.2557  4.3978  0.079
H  0.4965  0.2013  3.8430  0.042
H  1.3583  -0.1124  2.4766  0.012
H  -0.5465  -1.7301  3.5905  0.084
O  -7.3183  -3.1904  -5.4970  -0.054
H  -8.1817  -3.4100  -5.8654  0.018
H  -6.6963  -3.4746  -6.1753  0.047
Br  -0.8611  8.0810  -2.7052  0.003
Al  1.6631  7.6601  -2.4134  0.447
C  -9.5118  -1.2510  -7.5272  -0.887
O  -9.8345  -0.0830  -7.3853  0.282
O  -8.7692  -1.6895  -8.4334  0.324
O  -9.8712  -2.1971  -6.7900  0.296
N  2.7345  5.1812  0.9263  -0.647
O  3.0494  5.4708  2.0919  -0.060
O  1.6849  5.6344  0.4484  -0.128
O  3.4608  4.4311  0.2467  -0.085
C  1.6399  -0.7846  -6.3151  -0.100
O  0.5396  -0.7196  -5.4186  -0.222
C  -0.3672  0.3341  -5.7415  -0.198
C  -1.5886  -0.1983  -6.4614  -0.195
O  -1.2532  -0.7095  -7.7412  -0.181
C  -1.1677  -2.1244  -7.7642  -0.105
H  2.1472  -1.7359  -6.1582  0.089
H  1.3173  -0.7297  -7.3560  0.089
H  2.3444  0.0281  -6.1058  0.085
H  0.1304  1.1078  -6.3322  0.133
H  -0.6803  0.7877  -4.7940  0.104
H  -2.2886  0.6275  -6.6180  0.132
H  -2.0959  -0.9588  -5.8586  0.109
H  -2.1716  -2.5613  -7.7449  0.088
H  -0.5846  -2.5104  -6.9243  0.081
H  -0.6771  -2.4163  -8.6915  0.092
F  1.9644  0.1030  5.2041  -0.738
C  6.5150  4.6020  5.4143  -0.044
C  5.8017  3.8196  6.4962  -0.156
N  5.2296  2.4824  6.0560  -0.256
C  4.1784  2.7376  4.9951  0.025
C  4.4588  1.8496  7.1981  -0.149
C  5.2533  1.4437  8.4298  -0.048
C  6.2433  1.5543  5.4196  -0.066
C  7.5102  1.2204  6.1956  -0.196
O  8.2655  2.3772  6.4745  -0.204
C  9.0123  2.3202  7.6839  -0.069
H  5.8523  4.8975  4.6056  0.084
H  6.9093  5.5200  5.8528  0.099
H  7.3592  4.0641  4.9887  0.077
H  4.9544  4.4009  6.8644  0.138
H  6.4600  3.6429  7.3401  0.102
H  3.4490  3.4356  5.3941  0.123
H  3.7162  1.7767  4.7755  0.082
H  4.6445  3.1430  4.1031  0.105
H  3.9454  0.9792  6.7871  0.116
H  3.7051  2.5812  7.4842  0.135
H  5.7098  0.4639  8.3057  0.073
H  4.5670  1.3406  9.2708  0.094
H  6.0153  2.1636  8.7227  0.073
H  6.5206  2.0247  4.4777  0.136
H  5.7022  0.6341  5.1956  0.140
H  8.1225  0.5661  5.5621  0.141
H  7.2910  0.6570  7.1003  0.096
H  9.0896  1.3084  8.0858  0.094
H  8.5356  2.9681  8.4261  0.086
H  10.0129  2.7029  7.4903  0.096
K  2.3345  -1.7288  3.8773  0.905
O  -1.9157  -6.0540  -1.7955  -0.285
S  -2.9397  -6.1423  -0.7955  0.565
O  -2.7628  -5.5676  0.5032  -0.282
O  -3.3799  -7.6627  -0.6406  -0.256
C  -2.3699  -8.6376  -0.3142  -0.246
C  -1.9126  -8.5349  1.1282  -0.075
C  -4.4491  -5.5328  -1.4651  -0.109
H  -1.5274  -8.5512  -1.0033  0.116
H  -2.8215  -9.6137  -0.4801  0.124
H  -1.4051  -7.5894  1.3167  0.064
H  -1.2185  -9.3407  1.3683  0.083
H  -2.7653  -8.5847  1.8056  0.087
H  -4.6118  -5.9821  -2.4413  0.081
H  -4.3494  -4.4520  -1.5578  0.056
H  -5.2593  -5.7745  -0.7816  0.081

Forces on atoms 1 to 3 (eV/Å):
-0.479 0.167 -0.495
-0.524 1.124 0.276
0.611 -0.059 -0.879

HOMO level ... -9.342 eV
Orbital gap ... 2.603 eV
Charge ... +1